# 1
ORCA calculation (wB97M-V/def2-TZVPD) on a cluster of 14 separate species, C32H27Cl52N3O5PS in total in a non-equilibrium geometry.

Values from the calculation:
HOMO level   -11.6 eV
Orbital gap   8.7 eV

Geometry as ORCA input:
```
! RIJCOSX wB97M-V def2-TZVPD def2/J DEFGRID3
* xyz 1 1
C -1.883 -0.286 3.087
O -2.094 1.028 2.556
C -3.234 1.114 1.705
C -2.878 1.287 0.174
C -1.542 0.581 -0.269
P -1.794 -1.043 -1.157
C -0.156 -1.962 -1.173
C 1.080 -1.000 -1.401
S 2.293 -1.890 -2.505
C 3.466 -2.627 -1.348
N 3.646 -3.925 -1.052
N 4.662 -4.000 -0.141
C 5.061 -2.739 0.094
O 4.346 -1.817 -0.640
C -2.956 -2.073 -0.113
O -4.319 -2.106 -0.569
C -4.895 -3.247 0.070
C -5.079 -4.534 -0.579
C -5.642 -5.651 0.190
C -6.006 -5.499 1.608
C -5.841 -4.191 2.267
C -5.282 -3.115 1.465
N -2.252 -0.792 -2.795
C -3.330 0.194 -2.982
C -4.858 -0.097 -3.068
O -2.986 1.349 -3.046
C -2.402 -2.028 -3.589
C -3.506 -3.116 -3.436
O -1.549 -2.231 -4.412
H -2.806 -0.921 3.137
H -1.488 -0.211 4.139
H -1.091 -0.818 2.490
H -3.967 0.271 1.806
H -3.794 2.045 2.009
H -3.781 0.960 -0.414
H -2.780 2.391 -0.010
H -1.021 1.251 -1.011
H -0.816 0.392 0.563
H -0.224 -2.740 -1.985
H -0.072 -2.447 -0.157
H 0.825 -0.054 -1.939
H 1.545 -0.813 -0.395
H 5.881 -2.394 0.761
H -2.534 -3.106 0.073
H -2.970 -1.586 0.910
H -4.794 -4.712 -1.637
H -5.786 -6.669 -0.241
H -6.415 -6.347 2.242
H -6.102 -4.046 3.335
H -5.116 -2.119 1.950
H -5.356 0.847 -3.427
H -5.282 -0.285 -2.042
H -5.144 -0.890 -3.804
H -3.696 -3.573 -4.448
H -3.097 -3.934 -2.791
H -4.478 -2.757 -3.028
C 2.592 1.434 -4.939
Cl 3.711 0.282 -5.681
Cl 1.103 0.586 -4.474
Cl 3.341 2.146 -3.498
Cl 2.203 2.715 -6.097
C 2.446 -2.575 -8.728
Cl 2.326 -4.111 -9.603
Cl 4.090 -2.384 -8.093
Cl 2.079 -1.236 -9.829
Cl 1.290 -2.568 -7.382
C -5.234 -7.972 4.810
Cl -6.334 -7.844 6.193
Cl -5.651 -9.402 3.851
Cl -5.388 -6.518 3.792
Cl -3.566 -8.113 5.390
C -2.382 5.767 0.092
Cl -1.391 5.042 1.372
Cl -3.959 6.229 0.753
Cl -1.565 7.201 -0.548
Cl -2.610 4.586 -1.214
C 1.902 3.077 3.397
Cl 3.131 2.161 2.503
Cl 2.311 3.085 5.121
Cl 1.849 4.739 2.786
Cl 0.314 2.318 3.169
C -4.019 5.728 -5.081
Cl -5.481 6.356 -4.301
Cl -3.725 4.066 -4.535
Cl -4.233 5.744 -6.840
Cl -2.634 6.745 -4.645
C 3.620 8.164 0.817
Cl 3.556 9.644 -0.154
Cl 1.974 7.549 1.064
Cl 4.585 6.942 -0.031
Cl 4.359 8.517 2.387
C 4.521 -7.049 2.314
Cl 3.339 -7.449 3.580
Cl 4.723 -8.440 1.236
Cl 3.954 -5.653 1.375
Cl 6.077 -6.655 3.066
C -8.766 9.134 -3.656
Cl -8.192 7.480 -3.370
Cl -7.388 10.249 -3.623
Cl -9.557 9.218 -5.238
Cl -9.921 9.584 -2.391
C 3.690 1.821 8.948
Cl 4.725 0.636 8.134
Cl 2.217 1.022 9.524
Cl 4.557 2.523 10.326
Cl 3.260 3.107 7.805
C 7.247 1.725 -1.745
Cl 6.041 0.426 -1.706
Cl 7.390 2.350 -3.397
Cl 6.742 3.033 -0.660
Cl 8.810 1.084 -1.213
C 8.444 1.625 7.322
Cl 9.001 -0.038 7.579
Cl 9.835 2.723 7.340
Cl 7.622 1.738 5.754
Cl 7.315 2.075 8.611
C 10.801 -1.538 1.447
Cl 9.585 -2.830 1.476
Cl 10.959 -0.914 -0.205
Cl 10.294 -0.227 2.527
Cl 12.358 -2.182 1.989
*
```

***

# 2
ORCA calculation (wB97M-V/def2-TZVPD) on a structure of composition C16H32N3OPSSiV in a non-equilibrium geometry.

Values from the calculation:
Expectation value of S²   0.813
HOMO level (alpha / beta)   -6.7 / -6.6 eV
Orbital gap (alpha / beta)   6.8 / 6.8 eV

Geometry as ORCA input:
```
! RIJCOSX wB97M-V def2-TZVPD def2/J DEFGRID3
* xyz 0 2
V -0.132 -0.163 -0.288
Si 0.229 -2.386 -1.597
P 0.580 1.016 -2.154
N -1.823 0.161 -0.480
H 0.451 0.999 0.459
C 0.888 2.791 -2.084
H 1.038 3.175 -3.101
H 1.782 2.988 -1.484
H 0.037 3.303 -1.624
C 1.988 0.421 -3.133
H 2.083 1.066 -4.016
H 1.843 -0.616 -3.454
H 2.901 0.479 -2.531
C -0.794 0.925 -3.369
H -0.501 1.475 -4.272
H -1.694 1.379 -2.941
H -1.025 -0.114 -3.628
C 1.949 -3.172 -1.634
H 2.308 -3.356 -0.612
H 2.674 -2.544 -2.167
H 1.841 -4.134 -2.157
H -0.561 -3.422 -0.878
H -0.188 -2.296 -3.024
C -3.138 -0.017 -0.576
C -5.407 0.721 -0.185
C -4.053 0.871 0.061
C -3.626 -1.114 -1.346
C -4.984 -1.227 -1.586
C -5.876 -0.311 -1.014
H -6.115 1.419 0.269
H -3.641 1.655 0.705
H -2.878 -1.811 -1.744
H -5.329 -2.040 -2.221
H -6.941 -0.409 -1.218
C 3.364 -0.276 0.581
O 2.422 -0.593 -0.163
C 3.178 0.382 1.904
H 4.102 0.898 2.187
H 2.962 -0.374 2.672
H 2.355 1.100 1.870
C 4.761 -0.611 0.175
H 5.332 0.318 0.073
H 4.770 -1.171 -0.764
H 5.225 -1.200 0.971
S 0.073 -1.380 1.760
C -0.162 -0.359 3.108
N 0.571 -0.443 4.237
C 0.343 0.673 5.133
C -0.833 1.395 4.480
N -1.031 0.666 3.237
H 1.332 -1.115 4.344
H 1.247 1.299 5.176
H 0.102 0.325 6.146
H -0.591 2.447 4.264
H -1.725 1.359 5.123
H -1.685 0.946 2.511
*
```

***

# 3
ORCA calculation (wB97M-V/def2-TZVPD) on a cluster of 2 separate species, C2H3PS in total in a non-equilibrium geometry.

Values from the calculation:
Relative energy (zero: lowest compared OMol25 entry of this formula, charge and spin)   300.2 kJ/mol
HOMO level   -8.5 eV
Orbital gap   7.8 eV

Geometry as ORCA input:
```
! RIJCOSX wB97M-V def2-TZVPD def2/J DEFGRID3
* xyz 0 1
C 0.043 0.495 0.378
C -1.850 1.352 -0.477
P 0.035 -0.979 1.165
S -1.657 2.408 -1.617
H 1.000 1.073 -0.026
H -2.710 0.716 -0.099
H 1.382 -1.006 1.377
*
```

***

# 4
ORCA calculation (wB97M-V/def2-TZVPD) on a structure of composition C51H41F9N4O8P2S5Ti in a non-equilibrium geometry.

Values from the calculation:
Relative energy (zero: lowest compared OMol25 entry of this formula, charge and spin)   0.0 kJ/mol
HOMO level   -7.1 eV
Orbital gap   5.8 eV

Geometry as ORCA input:
```
! RIJCOSX wB97M-V def2-TZVPD def2/J DEFGRID3
* xyz 0 1
Ti 1.556 0.296 0.544
S 7.643 -4.295 0.160
N 6.188 -4.454 -0.517
C 5.470 -3.440 -0.072
C 4.087 -3.149 -0.444
C 3.340 -3.911 -1.345
C 2.058 -3.519 -1.638
C 1.552 -2.365 -1.049
N 2.269 -1.634 -0.208
C 3.507 -2.029 0.110
C 4.220 -1.167 1.061
N 3.518 -0.129 1.564
C 4.120 0.663 2.444
C 5.439 0.482 2.839
C 6.159 -0.561 2.309
C 5.531 -1.419 1.410
C 6.178 -2.585 0.812
N 7.425 -2.957 1.029
H 3.785 -4.790 -1.795
H 1.433 -4.081 -2.319
H 0.556 -2.001 -1.272
H 3.541 1.478 2.847
H 5.878 1.168 3.551
H 7.196 -0.731 2.571
O 1.801 3.638 -5.643
C 1.789 3.008 -4.620
S 0.306 2.576 -3.748
C 1.104 1.670 -2.474
C 2.437 1.617 -2.486
S 3.369 0.767 -1.308
S 3.252 2.430 -3.794
S 0.134 0.853 -1.280
C 0.288 3.463 4.818
C 1.783 3.462 4.533
C 2.476 2.340 5.285
C 2.393 4.806 4.865
O 2.081 3.244 3.099
P 1.181 2.475 2.075
O 2.059 2.163 0.855
O 0.735 1.127 2.573
O -0.024 3.389 1.729
C -0.036 4.658 0.957
C -0.213 4.303 -0.503
C 1.242 5.457 1.169
C -1.237 5.408 1.496
H 0.143 3.608 5.890
H -0.182 2.518 4.534
H -0.215 4.272 4.287
H 2.312 2.457 6.358
H 3.554 2.358 5.098
H 2.077 1.368 4.979
H 2.473 4.916 5.948
H 1.780 5.624 4.483
H 3.390 4.886 4.430
H 0.672 3.798 -0.895
H -0.369 5.221 -1.075
H -1.078 3.651 -0.641
H 2.119 4.929 0.783
H 1.411 5.684 2.223
H 1.141 6.396 0.624
H -2.154 4.839 1.330
H -1.330 6.365 0.979
H -1.132 5.598 2.567
F -7.147 -6.160 -2.000
C -7.329 -5.022 -1.306
F -7.640 -5.367 -0.049
F -8.408 -4.416 -1.834
C -6.119 -4.136 -1.369
C -5.507 -3.677 -0.214
C -4.385 -2.862 -0.307
C -3.874 -2.492 -1.553
C -4.504 -2.965 -2.704
C -5.620 -3.782 -2.614
P -2.398 -1.376 -1.517
C -1.815 -1.481 -3.253
C -1.665 -0.409 -4.121
C -0.984 -0.554 -5.327
C -0.452 -1.780 -5.677
C -0.617 -2.878 -4.838
C -1.286 -2.723 -3.636
C 0.390 -1.898 -6.914
F 0.382 -3.149 -7.406
F -0.037 -1.079 -7.886
F 1.672 -1.583 -6.664
C -3.280 0.239 -1.392
C -4.210 0.683 -2.327
C -4.851 1.906 -2.167
C -4.576 2.678 -1.047
C -3.681 2.231 -0.087
C -3.028 1.021 -0.264
C -5.264 3.995 -0.830
F -6.242 3.903 0.090
F -5.818 4.473 -1.952
F -4.401 4.928 -0.379
H -5.897 -3.960 0.755
H -3.897 -2.507 0.599
H -4.119 -2.704 -3.683
H -6.103 -4.148 -3.514
H -2.056 0.566 -3.851
H -0.862 0.297 -5.986
H -0.221 -3.843 -5.127
H -1.406 -3.581 -2.978
H -4.440 0.074 -3.195
H -5.556 2.258 -2.910
H -3.487 2.827 0.796
H -2.320 0.676 0.479
O 1.794 -1.361 3.281
C 1.265 -2.577 2.967
C 1.975 -3.690 3.389
C 1.507 -4.959 3.088
C 0.316 -5.133 2.389
C -0.404 -4.014 1.997
C 0.072 -2.735 2.269
C -0.669 -1.580 1.704
O -1.846 -1.407 1.848
O 0.126 -0.741 1.031
H 1.174 -0.633 3.115
H 2.889 -3.543 3.956
H 2.069 -5.823 3.422
H -0.045 -6.126 2.151
H -1.345 -4.111 1.463
*
```

***

# 5
ORCA calculation (wB97M-V/def2-TZVPD) on a cluster of 2 separate species, C4H15N3O in total in a non-equilibrium geometry.

Values from the calculation:
Relative energy (zero: lowest compared OMol25 entry of this formula, charge and spin)   254.7 kJ/mol
HOMO level   -8.8 eV
Orbital gap   9.7 eV
Structure (SMILES)   NCCCNCN.O

Geometry as ORCA input:
```
! RIJCOSX wB97M-V def2-TZVPD def2/J DEFGRID3
* xyz 0 1
N 3.179 1.334 0.289
C 2.201 0.249 0.018
C 0.858 0.326 0.861
C -0.158 1.439 0.221
N -1.526 1.099 -0.017
C -1.741 0.235 -1.290
N -2.128 -1.166 -0.882
H 3.628 1.080 1.158
H 2.734 2.249 0.318
H 2.067 0.123 -1.044
H 2.882 -0.578 0.402
H 0.294 -0.693 0.738
H 0.918 0.576 1.911
H 0.365 1.827 -0.647
H -0.383 2.392 0.901
H -1.803 0.394 0.709
H -2.498 0.783 -1.866
H -0.818 0.229 -1.948
H -1.802 -1.975 -1.358
H -3.108 -1.281 -0.759
O -1.233 -3.178 0.734
H -1.549 -2.350 0.998
H -0.381 -3.114 0.552
*
```

***

# 6
ORCA calculation (wB97M-V/def2-TZVPD) on a structure of composition C25H32ClN9O6SSeSiSr.

Values from the calculation:
Relative energy (zero: lowest compared OMol25 entry of this formula, charge and spin)   29.3 kJ/mol
HOMO level   -2.9 eV
Orbital gap   7.0 eV

Geometry as ORCA input:
```
! RIJCOSX wB97M-V def2-TZVPD def2/J DEFGRID3
* xyz -2 1
Sr -1.744 -0.295 0.068
O -7.039 1.668 2.815
C -6.020 2.190 3.469
O -6.170 3.052 4.314
C -4.672 1.662 3.147
C -3.517 2.096 3.775
N -2.501 1.397 3.257
N -2.905 0.529 2.333
C -4.216 0.679 2.234
C -4.929 -0.068 1.137
O -6.180 0.000 1.121
O -4.203 -0.663 0.308
H -6.722 0.957 2.144
H -3.381 2.853 4.527
H -1.485 1.480 3.366
C 6.087 -2.644 -0.848
C 5.250 -1.373 -0.922
N 3.845 -1.617 -1.201
C 3.027 -2.218 -0.137
C 2.765 -3.703 -0.337
C 3.403 -1.421 -2.465
O 4.148 -1.173 -3.410
C 1.925 -1.511 -2.692
C 1.427 -2.359 -3.669
C 0.064 -2.394 -3.894
C -0.751 -1.556 -3.149
N -0.278 -0.709 -2.236
C 1.034 -0.700 -2.005
H 7.138 -2.393 -0.690
H 6.002 -3.206 -1.779
H 5.767 -3.286 -0.026
H 5.626 -0.728 -1.712
H 5.308 -0.827 0.023
H 2.077 -1.698 -0.024
H 3.571 -2.048 0.790
H 2.218 -3.871 -1.266
H 2.129 -4.069 0.469
H 3.692 -4.278 -0.366
H 2.109 -2.980 -4.237
H -0.372 -3.050 -4.634
H -1.821 -1.542 -3.309
H 1.387 0.001 -1.255
C 0.062 1.885 -4.600
N -1.142 2.475 -4.050
C -1.179 3.641 -3.299
C -2.449 3.824 -2.902
N -3.179 2.778 -3.434
C -2.385 1.943 -4.150
S -2.887 0.591 -5.017
H 0.409 2.461 -5.460
H -0.178 0.874 -4.919
H 0.830 1.863 -3.829
H -0.287 4.194 -3.076
H -2.880 4.559 -2.249
H -4.142 2.559 -3.251
Cl -0.661 -2.917 0.406
O -1.929 2.183 -0.341
N -1.661 3.293 0.207
C -0.426 3.750 0.065
C -0.115 5.018 0.640
N 0.134 6.056 1.075
C 0.567 3.069 -0.704
N 1.329 2.511 -1.364
C 1.975 -2.192 3.262
Si 0.728 -0.838 3.669
C 1.330 -0.058 5.287
C -0.894 -1.704 4.069
Se 0.564 0.739 2.100
H 2.242 -2.758 4.160
H 2.885 -1.753 2.849
H 1.546 -2.873 2.524
H 1.409 -0.810 6.079
H 0.642 0.722 5.620
H 2.310 0.404 5.147
H -0.724 -2.481 4.822
H -1.297 -2.179 3.173
H -1.643 -1.011 4.459
*
```

***

# 7
ORCA calculation (wB97M-V/def2-TZVPD) on a structure of composition C22H12F12FeN5O8S4 in a non-equilibrium geometry.

Values from the calculation:
Expectation value of S²   0.754
HOMO level (alpha / beta)   -7.3 / -6.7 eV
Orbital gap (alpha / beta)   4.7 / 4.2 eV

Geometry as ORCA input:
```
! RIJCOSX wB97M-V def2-TZVPD def2/J DEFGRID3
* xyz 0 2
Fe 0.188 -0.564 1.096
N 1.977 -0.175 -0.430
C 2.607 1.025 -0.112
C 3.912 0.983 0.362
C 4.571 2.126 0.808
C 3.921 3.330 0.822
C 2.598 3.428 0.352
C 1.907 4.648 0.411
C 0.590 4.709 0.013
C -0.010 3.598 -0.517
N 0.665 2.436 -0.694
C 1.950 2.275 -0.172
H 2.586 -0.979 -0.410
H 1.391 -0.187 -1.248
H 4.414 0.024 0.372
H 5.594 2.051 1.148
H 4.405 4.219 1.202
H 2.409 5.522 0.802
H 0.015 5.616 0.123
H -1.035 3.578 -0.852
F -1.725 -2.290 2.309
C -2.659 -2.791 1.499
F -2.754 -4.092 1.743
F -3.814 -2.207 1.797
S -2.189 -2.481 -0.293
O -1.484 -1.206 -0.288
O -3.407 -2.560 -1.017
N -1.195 -3.659 -0.608
S 0.327 -3.342 -0.349
O 0.982 -2.609 -1.402
O 0.627 -2.871 0.991
C 0.963 -5.082 -0.427
F 0.655 -5.620 -1.603
F 0.410 -5.795 0.547
F 2.285 -5.097 -0.280
F -2.966 2.439 1.804
C -2.337 1.689 2.708
F -2.287 0.437 2.228
F -3.042 1.669 3.823
S -0.555 2.237 2.918
O 0.095 1.675 1.744
O -0.597 3.660 2.982
N -0.123 1.572 4.258
S 0.824 0.311 4.371
O 1.054 -0.372 3.112
O 1.966 0.556 5.184
C -0.270 -0.868 5.308
F 0.250 -2.088 5.250
F -0.431 -0.525 6.580
F -1.466 -0.874 4.714
N -2.674 -2.234 -7.870
C -2.384 -1.773 -6.859
C -2.014 -1.182 -5.612
C -1.011 -1.764 -4.834
C -0.594 -1.151 -3.671
C -1.165 0.068 -3.282
C -2.226 0.604 -4.021
C -2.645 -0.014 -5.179
C -0.585 0.822 -2.229
C 0.028 1.504 -1.449
H -0.553 -2.687 -5.160
H 0.171 -1.600 -3.053
H -2.698 1.518 -3.687
H -3.445 0.407 -5.771
*
```

***

# 8
ORCA calculation (wB97M-V/def2-TZVPD) on a structure of composition C4H5Br2O4V in a non-equilibrium geometry.

Values from the calculation:
HOMO level   -9.8 eV
Orbital gap   3.8 eV

Geometry as ORCA input:
```
! RIJCOSX wB97M-V def2-TZVPD def2/J DEFGRID3
* xyz 0 1
C -1.903 -0.256 -0.920
C -0.681 -0.945 -1.577
Br -0.897 -2.916 -1.394
C 0.697 -0.589 -0.945
Br 2.025 -0.616 -2.428
C 0.770 0.831 -0.331
O 0.449 1.829 -0.899
O 1.247 0.863 0.881
H -2.143 -0.785 0.022
H -1.792 0.830 -0.785
H -2.763 -0.406 -1.603
H -0.666 -0.770 -2.663
H 1.072 -1.339 -0.234
O 1.082 3.047 4.401
V 1.515 1.422 4.186
O 1.986 -0.201 4.288
*
```